{
  "formula": "C38H62Br24Nb",
  "method": "ωB97M-V/def2-TZVPD",
  "species": ["C", "C", "C", "C", "C", "Nb", "C", "C", "C", "C", "C", "C", "C", "C", "C", "C", "C", "C", "C", "C", "C", "C", "C", "C", "C", "C", "C", "C", "C", "C", "C", "H", "H", "H", "H", "H", "H", "H", "H", "H", "H", "H", "H", "H", "H", "H", "H", "H", "H", "H", "H", "H", "H", "H", "H", "H", "H", "H", "H", "H", "H", "H", "H", "H", "H", "H", "H", "H", "H", "H", "H", "H", "H", "H", "H", "H", "H", "H", "H", "H", "H", "H", "H", "H", "H", "C", "Br", "Br", "Br", "H", "C", "Br", "Br", "Br", "H", "C", "Br", "Br", "Br", "H", "C", "Br", "Br", "Br", "H", "C", "Br", "Br", "Br", "H", "C", "Br", "Br", "Br", "H", "C", "Br", "Br", "Br", "H", "C", "Br", "Br", "Br", "H"],
  "positions_angstrom": [[9.149536, 1.373468, 4.721667], [9.082941, 1.010998, 3.349618], [8.992416, 0.758322, 1.699195], [7.694709, -0.225727, 1.421812], [7.271854, -0.329788, -0.175018], [5.796623, -2.070980, -0.378435], [4.347196, -3.875789, -0.470395], [3.348782, -4.874006, -0.322302], [4.430673, -0.996854, 1.146027], [4.029287, 0.435981, 0.894493], [7.146912, -3.130020, -1.887388], [6.573929, -4.662315, -2.189742], [5.779382, -4.986275, -3.434287], [4.605956, -1.005075, -2.063857], [3.066176, -1.574887, -2.157772], [2.039684, -0.635117, -3.029549], [2.054613, 0.955902, -2.630009], [1.173161, 1.306771, -1.258273], [1.381583, 2.907361, -0.961408], [1.007249, 3.386860, 0.560296], [-0.350326, 2.719551, 1.189873], [-1.621997, 2.618311, 0.160430], [-3.101493, 2.830260, 0.911321], [-4.060799, 1.532521, 0.491007], [-4.376620, 1.733474, -1.137493], [-5.505092, 0.621819, -1.561691], [-6.959011, 1.176316, -0.993702], [-7.519912, 0.347923, 0.313453], [-9.008577, -0.303829, -0.052231], [-8.916930, -1.938175, -0.372134], [-10.348685, -2.666254, 0.071050], [8.881389, 1.489583, 5.873100], [8.917645, 1.798748, 1.118756], [9.960061, 0.151792, 1.354039], [7.952656, -1.282904, 1.904562], [6.805101, 0.205482, 2.086101], [6.784293, 0.682345, -0.576082], [8.228374, -0.531423, -0.858754], [6.697595, -2.878338, 1.012710], [2.291480, -5.425857, -0.296353], [4.044892, -1.531385, 2.117587], [4.808520, 1.070291, 0.259288], [3.006852, 0.903697, 1.229879], [7.228946, -2.521466, -2.901289], [8.226414, -3.241610, -1.422276], [6.754347, -5.515858, -1.385985], [6.079528, -4.665941, -4.519479], [4.776806, -5.609634, -3.257056], [5.194861, -1.238854, -3.067064], [4.690990, 0.135204, -1.813525], [3.139053, -2.624091, -2.721780], [2.568175, -1.806043, -1.120150], [0.940112, -1.035065, -2.799873], [2.200738, -0.825443, -4.194910], [1.481202, 1.525288, -3.508134], [3.123769, 1.442387, -2.584404], [1.418791, 0.600951, -0.357372], [0.034263, 1.181236, -1.593858], [0.854429, 3.561971, -1.793475], [2.548822, 3.117160, -1.097446], [1.895185, 3.163641, 1.290983], [0.809581, 4.563149, 0.515041], [-0.697718, 3.443297, 2.073474], [-0.049104, 1.711515, 1.709458], [-1.554449, 3.313845, -0.782775], [-1.649307, 1.486947, -0.220107], [-3.592207, 3.759685, 0.349092], [-3.008179, 2.981822, 2.067909], [-3.483999, 0.498463, 0.626661], [-5.063461, 1.489678, 1.134588], [-3.397050, 1.563429, -1.755270], [-4.793129, 2.843085, -1.279220], [-5.501623, 0.486886, -2.728864], [-5.200793, -0.401560, -1.065421], [-6.878214, 2.329484, -0.717613], [-7.715295, 1.094844, -1.899157], [-6.780378, -0.535516, 0.583846], [-7.615721, 1.039854, 1.266428], [-9.516696, 0.249955, -0.950928], [-9.689830, -0.205651, 0.915499], [-8.783232, -2.079042, -1.535953], [-8.002343, -2.362728, 0.234070], [-10.445928, -2.576614, 1.255197], [-10.342940, -3.794891, -0.280898], [-11.252409, -2.046489, -0.365684], [-3.153444, 6.501491, 1.975982], [-3.097736, 5.218082, 3.436856], [-3.299122, 8.329920, 2.623947], [-1.649897, 6.281518, 0.761439], [-4.061843, 6.292593, 1.401355], [-6.662187, -4.235913, -3.423984], [-5.823311, -3.189983, -2.014475], [-5.561562, -5.749518, -3.954884], [-8.465024, -4.785415, -2.942340], [-6.749958, -3.582235, -4.298070], [8.715873, -5.782934, 1.985232], [9.902880, -4.322702, 1.492143], [7.927653, -5.512938, 3.743083], [7.361674, -6.105340, 0.626425], [9.329877, -6.687572, 2.045680], [-5.708166, 0.159165, 3.956776], [-4.182138, 0.509561, 5.111270], [-6.831220, -1.267723, 4.654610], [-6.730242, 1.774877, 3.597623], [-5.310277, -0.187364, 2.997283], [-1.941885, -2.567726, -3.558278], [-0.264600, -3.542426, -3.703448], [-2.223340, -1.874833, -1.762474], [-2.086034, -1.170562, -4.904126], [-2.746183, -3.284509, -3.754112], [-12.141885, -0.481363, -3.626459], [-10.464600, -1.456063, -3.771630], [-12.423340, 0.211531, -1.830656], [-12.286034, 0.915801, -4.972308], [-12.946183, -1.198145, -3.822294], [7.756820, 5.343661, 4.451413], [7.799322, 3.451747, 4.000579], [9.321695, 5.879080, 5.475485], [7.506428, 6.457672, 2.876473], [6.884818, 5.499423, 5.095134], [4.041830, 2.572092, 4.469048], [4.871052, 1.759919, 6.030190], [3.307337, 1.235268, 3.261715], [2.715657, 3.905927, 4.965337], [4.833208, 3.095878, 3.922793]],
  "atomic_forces_ev_per_a": [[-0.9, -3.7, -8.7], [0.5, 2.0, 8.1], [0.3, -0.4, 0.9], [0.0, 0.5, 0.8], [1.1, 0.6, 0.4], [-1.3, 0.7, -1.0], [-7.1, -7.0, 1.6], [4.7, 6.3, -1.0], [-0.6, 4.2, 0.5], [1.2, -4.4, -0.7], [1.8, -2.6, -1.2], [-1.5, 0.5, -3.4], [1.3, 0.1, 3.2], [-0.4, -0.2, -0.5], [-0.1, -0.2, -1.0], [-0.5, -0.3, 0.3], [-1.0, 0.2, -0.5], [-0.4, 0.6, -1.6], [1.2, -0.3, 0.3], [-0.7, 0.5, -0.4], [0.1, 1.2, 0.6], [-0.4, -1.5, 0.5], [0.0, -0.7, -1.3], [0.4, 0.7, -0.6], [-0.4, -0.8, 0.9], [0.3, 1.2, 0.3], [0.2, -0.2, -0.4], [-0.7, -0.1, -0.6], [0.2, -0.8, 1.0], [-0.9, 0.8, 0.0], [0.8, 0.7, 0.4], [0.8, -0.4, -3.3], [0.2, -2.3, 1.5], [-2.0, 1.6, 0.9], [-0.5, 2.3, -1.3], [1.7, -1.0, -1.7], [1.1, -2.0, 1.0], [-1.8, 0.4, 1.5], [-0.1, -0.2, 0.1], [3.1, 1.4, -0.1], [-0.1, 1.0, -2.1], [-2.2, -1.2, 1.1], [2.3, -1.1, -1.6], [-0.2, -1.2, 2.0], [-1.8, 0.3, -0.9], [-1.3, 2.6, -2.0], [-1.0, 0.2, 2.5], [2.8, 0.7, -0.7], [-1.3, 0.6, 1.8], [-0.4, -2.0, -0.6], [-0.2, 2.2, 1.3], [1.2, 0.6, -1.9], [2.2, 0.9, -0.5], [-0.1, 0.7, 2.5], [1.2, -1.1, 1.8], [-2.0, -1.2, 0.0], [-0.4, 1.4, -1.7], [2.4, -0.1, 1.0], [0.8, -1.4, 1.8], [-2.4, -0.3, 0.3], [-1.6, 0.5, -1.4], [0.7, -2.4, 0.2], [0.8, -1.5, -1.8], [-0.9, 1.7, -1.2], [0.1, -1.3, 2.0], [0.2, 2.5, 0.5], [0.9, -1.7, 1.7], [-0.2, -0.4, -2.5], [-1.1, 2.2, -0.2], [2.1, 0.2, -1.5], [-1.8, 0.5, 1.2], [0.9, -2.5, 0.1], [-0.2, 0.2, 2.3], [-0.7, 2.0, -1.0], [0.0, -2.5, -0.7], [1.3, 0.1, 2.0], [-1.4, 1.8, -0.5], [0.2, -1.5, -2.3], [1.0, -1.0, 1.8], [1.3, -0.1, -2.1], [0.0, 0.1, 2.5], [-1.9, 0.6, -1.3], [0.2, -0.5, -2.5], [-0.2, 2.4, 0.8], [1.8, -1.5, 0.7], [-0.2, -0.1, -0.2], [0.0, 0.7, -0.1], [0.1, -0.4, -0.1], [-0.4, 0.1, 0.4], [0.4, 0.1, 0.3], [0.0, 0.2, -0.1], [-0.1, -0.4, -0.5], [-0.3, 0.4, 0.2], [0.4, 0.1, -0.1], [0.0, -0.3, 0.4], [0.0, -0.3, -0.1], [-0.3, -0.3, 0.1], [0.2, 0.0, -0.4], [0.6, 0.0, 1.1], [-0.3, 0.5, 0.0], [0.1, -0.1, -0.2], [-0.4, -0.1, -0.3], [0.2, 0.4, -0.2], [0.3, -0.3, 0.5], [-0.2, 0.2, 0.4], [-0.1, -0.3, -0.1], [-0.5, 0.3, 0.1], [0.2, 0.0, -0.4], [0.1, -0.3, 0.4], [0.3, 0.3, 0.1], [-0.2, -0.2, -0.1], [-0.4, 0.3, 0.0], [0.0, -0.1, -0.5], [0.1, -0.3, 0.4], [0.4, 0.3, 0.1], [-0.8, 0.1, 0.0], [-0.1, 1.7, 0.1], [-0.3, -0.2, -0.3], [0.1, -0.1, 0.3], [0.4, 0.1, -0.2], [-0.2, -0.2, 0.2], [-0.2, 0.2, -0.2], [0.5, 1.3, 2.4], [0.2, -0.1, 0.0], [-0.3, -0.3, 0.2]],
  "charge": -1,
  "homo_lumo_gap_ev": 5.241,
  "largest_force_ev_per_a": 10.145,
  "e_tot_ev": -1722951.6722,
  "e_lumo_ev": 0.57,
  "e_homo_ha": -0.1716
}